DFT (ωB97M-V with the def2-TZVPD basis set) results for a molecular structure, C7H15Cl12HgO in a non-equilibrium geometry.

```
! RIJCOSX wB97M-V def2-TZVPD def2/J DEFGRID3
* xyz 0 2
Hg 2.20716 3.86000 -1.07281
C 0.27083 0.95188 -0.20683
O 0.64186 2.22926 -0.68469
H 0.64190 0.05255 -0.69838
H 0.56112 0.76432 0.82693
H -0.81178 0.86037 -0.11904
C 1.03824 -2.95384 0.79433
Cl 0.84402 -3.90186 2.24689
Cl 1.50887 -4.11839 -0.55430
H 0.12759 -2.41659 0.52943
H 1.82988 -2.23411 1.00263
C -2.56303 -2.03295 -1.65465
Cl -1.66396 -3.29789 -2.56990
Cl -3.00901 -0.79571 -2.85256
H -3.43557 -2.35747 -1.08768
H -1.89785 -1.50756 -0.96937
C -3.01849 -0.61710 2.02794
Cl -4.04834 -0.07958 0.66655
Cl -2.67730 -2.39269 1.89222
H -2.02893 -0.16352 2.08400
H -3.47195 -0.39560 2.99407
C -2.93002 2.93777 -0.76963
Cl -4.51616 2.95463 -1.50367
Cl -2.45476 4.67907 -0.56991
H -2.94442 2.45829 0.20914
H -2.25944 2.45236 -1.47871
C 3.25678 1.48625 2.54261
Cl 3.54853 2.53557 1.13127
Cl 4.49969 1.64527 3.76574
H 2.30286 1.79903 2.96722
H 3.20658 0.44712 2.21736
C 3.38577 -0.42102 -2.26475
Cl 3.39744 -1.87544 -3.34695
Cl 3.77132 -0.90771 -0.58979
H 4.23040 0.20872 -2.54426
H 2.46015 0.14658 -2.36044
*
```

Computed properties:
⟨S²⟩ = 0.77
Kohn-Sham gap (spin up / spin down) = 0.3437 / 0.2255 Ha

natural (NBO) charges, unit e, in atom order: atom 1 (Hg): 0.53, atom 2 (C): -0.27, atom 3 (O): -0.73, atom 4 (H): 0.15, atom 5 (H): 0.14, atom 6 (H): 0.18, atom 7 (C): -0.38, atom 8 (Cl): -0.01, atom 9 (Cl): -0.05, atom 10 (H): 0.21, atom 11 (H): 0.22, atom 12 (C): -0.38, atom 13 (Cl): -0.02, atom 14 (Cl): -0.04, atom 15 (H): 0.23, atom 16 (H): 0.20, atom 17 (C): -0.38, atom 18 (Cl): -0.01, atom 19 (Cl): -0.05, atom 20 (H): 0.22, atom 21 (H): 0.23, atom 22 (C): -0.38, atom 23 (Cl): -0.01, atom 24 (Cl): -0.06, atom 25 (H): 0.22, atom 26 (H): 0.23, atom 27 (C): -0.40, atom 28 (Cl): -0.06, atom 29 (Cl): 0.00, atom 30 (H): 0.22, atom 31 (H): 0.23, atom 32 (C): -0.37, atom 33 (Cl): -0.03, atom 34 (Cl): -0.05, atom 35 (H): 0.22, atom 36 (H): 0.23

DFT (ωB97M-V with the def2-TZVPD basis set) results for a molecular structure, C7H15Cl12HgO in a non-equilibrium geometry.

```
! RIJCOSX wB97M-V def2-TZVPD def2/J DEFGRID3
* xyz 1 1
Hg -0.50166 24.16200 -0.54685
C -3.38813 23.49362 0.76901
O -2.02151 23.70104 0.95450
H -3.70808 22.46553 0.93980
H -4.01586 24.09567 1.43857
H -3.69973 23.84074 -0.22445
C -4.99360 20.69814 2.93905
Cl -5.70836 19.37015 3.84991
Cl -5.62305 22.27744 3.47548
H -3.92923 20.70394 3.15082
H -5.22555 20.50227 1.89796
C -3.76360 23.23524 -3.30646
Cl -2.13326 23.36445 -2.62083
Cl -4.28258 21.54062 -3.41445
H -4.44147 23.83685 -2.70815
H -3.72177 23.70748 -4.28394
C -7.11311 24.49397 1.20663
Cl -8.71574 23.87099 1.58999
Cl -7.24223 26.11695 0.53501
H -6.57438 24.56936 2.14656
H -6.52092 23.87429 0.53889
C -2.61948 18.65541 -1.11914
Cl -3.72617 17.28079 -1.19319
Cl -3.18372 19.97567 -0.09745
H -1.66428 18.31661 -0.73029
H -2.47997 19.02836 -2.12909
C -0.51465 20.56917 2.77444
Cl -0.35688 21.42836 4.33412
Cl -1.46198 19.07751 2.97473
H -1.01367 21.29076 2.13434
H 0.51100 20.40622 2.46261
C -1.80442 24.98004 3.87861
Cl -2.45943 25.39446 5.44214
Cl -0.77096 26.28525 3.24467
H -1.15765 24.11969 4.00459
H -2.60284 24.82101 3.16256
*
```

Computed properties:
Kohn-Sham gap = 0.1669 Ha

natural (NBO) charges, unit e, in atom order: atom 1 (Hg): 1.27, atom 2 (C): -0.29, atom 3 (O): -0.66, atom 4 (H): 0.19, atom 5 (H): 0.22, atom 6 (H): 0.20, atom 7 (C): -0.40, atom 8 (Cl): 0.01, atom 9 (Cl): -0.05, atom 10 (H): 0.22, atom 11 (H): 0.22, atom 12 (C): -0.38, atom 13 (Cl): -0.11, atom 14 (Cl): 0.05, atom 15 (H): 0.24, atom 16 (H): 0.25, atom 17 (C): -0.41, atom 18 (Cl): 0.01, atom 19 (Cl): -0.02, atom 20 (H): 0.22, atom 21 (H): 0.20, atom 22 (C): -0.40, atom 23 (Cl): 0.01, atom 24 (Cl): -0.06, atom 25 (H): 0.23, atom 26 (H): 0.22, atom 27 (C): -0.39, atom 28 (Cl): -0.04, atom 29 (Cl): 0.00, atom 30 (H): 0.21, atom 31 (H): 0.23, atom 32 (C): -0.40, atom 33 (Cl): 0.02, atom 34 (Cl): -0.05, atom 35 (H): 0.23, atom 36 (H): 0.21

DFT (ωB97M-V with the def2-TZVPD basis set) results for a molecular structure, C7H15ClGaO3V in a non-equilibrium geometry.

```
! RIJCOSX wB97M-V def2-TZVPD def2/J DEFGRID3
* xyz 2 1
C 3.27589 -1.06985 1.16043
O 2.30124 -1.65408 0.24980
C 1.99829 -1.00175 -0.82403
Ga 0.26224 0.31055 -0.31521
C 0.61124 2.25267 -0.78201
C -0.07099 2.89416 0.29842
O 0.37200 3.06495 1.41520
Cl -1.77510 3.43592 0.11492
C -1.23469 -0.63992 -1.37689
C -2.02246 -1.34942 -0.28613
C -2.96124 -0.34965 0.29827
O -1.21023 -1.80279 0.78660
H 2.97555 -0.07427 1.45636
H 3.27993 -1.69552 2.03611
H 4.25885 -1.09336 0.71346
H 2.75668 -0.33844 -1.24445
H 1.62109 -1.67513 -1.58490
H -0.00268 0.34686 1.30732
H 1.64877 2.53496 -0.66990
H 0.22387 2.53702 -1.75024
H -0.88157 -1.36408 -2.09899
H -1.78619 0.13555 -1.89189
H -2.54807 -2.21327 -0.68132
H -3.55617 -0.82272 1.06700
H -3.58996 0.08669 -0.46166
H -2.23797 0.40033 0.65047
H -0.48748 -2.34518 0.46109
V -1.22084 1.48974 1.95216
*
```

Computed properties:
Kohn-Sham gap = 0.1560 Ha

Mulliken charges, unit e, in atom order: atom 1 (C): -0.63, atom 2 (O): -0.19, atom 3 (C): -0.36, atom 4 (Ga): 0.20, atom 5 (C): -0.49, atom 6 (C): 0.31, atom 7 (O): -0.45, atom 8 (Cl): -0.05, atom 9 (C): -0.76, atom 10 (C): -0.11, atom 11 (C): 0.48, atom 12 (O): -0.55, atom 13 (H): 0.33, atom 14 (H): 0.27, atom 15 (H): 0.35, atom 16 (H): 0.46, atom 17 (H): 0.39, atom 18 (H): 0.07, atom 19 (H): 0.44, atom 20 (H): 0.54, atom 21 (H): 0.45, atom 22 (H): 0.50, atom 23 (H): 0.49, atom 24 (H): 0.43, atom 25 (H): 0.39, atom 26 (H): -1.01, atom 27 (H): 0.33, atom 28 (V): 0.17

DFT (ωB97M-V with the def2-TZVPD basis set) results for 2 unconnected molecules or ions with the total composition C7H15FN in a non-equilibrium geometry.

```
! RIJCOSX wB97M-V def2-TZVPD def2/J DEFGRID3
* xyz 1 1
C -2.54829 -0.03523 0.22182
C -1.49003 -0.56173 0.68955
C -2.57222 1.26327 -0.58201
C -3.86171 -0.68715 0.53691
C 2.46487 -1.72262 -1.13806
C 3.35566 1.18792 0.28860
C 2.17920 -0.52820 -0.68745
N 2.42047 0.10009 0.57626
F -0.36715 0.20817 0.61719
H -2.83124 0.94828 -1.55173
H -1.61417 1.66038 -0.79361
H -3.34249 2.06834 -0.23183
H -4.08516 -0.40451 1.60411
H -4.01829 -1.79839 0.54319
H -4.70421 -0.20462 -0.08680
H 3.11798 -2.51991 -0.66207
H -1.41560 -1.39972 1.39067
H 2.30662 -2.17283 -2.10067
H 3.47100 1.89341 1.08960
H 4.30564 0.83503 -0.04573
H 3.02995 1.68938 -0.60593
H 1.75436 0.22213 -1.29412
H 2.93948 -0.51877 1.29741
H 1.50534 0.47728 0.92472
*
```

Computed properties:
Kohn-Sham gap = 0.3397 Ha

natural (NBO) charges, unit e, in atom order: atom 1 (C): -0.03, atom 2 (C): 0.16, atom 3 (C): -0.64, atom 4 (C): -0.66, atom 5 (C): -0.34, atom 6 (C): -0.43, atom 7 (C): -0.07, atom 8 (N): -0.53, atom 9 (F): -0.40, atom 10 (H): 0.23, atom 11 (H): 0.22, atom 12 (H): 0.24, atom 13 (H): 0.23, atom 14 (H): 0.25, atom 15 (H): 0.23, atom 16 (H): 0.23, atom 17 (H): 0.19, atom 18 (H): 0.26, atom 19 (H): 0.24, atom 20 (H): 0.24, atom 21 (H): 0.23, atom 22 (H): 0.22, atom 23 (H): 0.45, atom 24 (H): 0.48

no.,DFT total energy (a.u.)
1,-6026.539705
2,-6026.246512
3,-3829.501832
4,-429.986732